{"formula": "C27H43AlBBr2Cl5F2KN6O7P", "method": "ωB97M-V/def2-TZVPD", "total_charge": 2, "species": ["C", "C", "P", "C", "C", "N", "N", "C", "C", "C", "O", "C", "C", "C", "C", "C", "C", "C", "H", "H", "H", "H", "H", "H", "H", "H", "H", "H", "H", "H", "H", "H", "H", "H", "H", "H", "H", "H", "H", "H", "H", "H", "H", "H", "Cl", "K", "B", "O", "C", "O", "C", "O", "O", "F", "F", "Br", "C", "C", "Br", "H", "H", "H", "H", "C", "O", "N", "N", "H", "H", "H", "H", "C", "C", "N", "H", "H", "H", "C", "Cl", "Cl", "Cl", "Cl", "N", "C", "C", "C", "C", "C", "H", "H", "H", "H", "H", "O", "H", "Al"], "xyz": [[0.371905, 1.874210, 3.544788], [1.234629, 3.065371, 2.782592], [0.401679, 3.631379, 1.157323], [1.160463, 5.355100, 0.658871], [0.937125, 2.494712, -0.336862], [2.208514, 1.786298, -0.110295], [2.678033, 1.007905, -1.120060], [1.912595, 0.897387, -2.393540], [0.479697, 1.554161, -2.821886], [-0.111979, 2.519524, -1.584158], [-1.370190, 3.272081, -1.687444], [-2.533542, 2.401207, -1.910528], [-3.341621, 1.951487, -0.558026], [-2.377076, 1.198401, 0.577430], [-4.243980, 3.127397, 0.141590], [-3.454272, 4.533956, 0.432346], [-3.878381, 5.139875, 1.932585], [-4.002257, 5.622143, -0.696117], [-0.126579, 1.240097, 2.676173], [1.069679, 1.233220, 4.235665], [-0.486792, 2.422307, 4.162245], [2.335297, 2.739865, 2.551700], [1.288686, 3.995383, 3.528854], [2.327152, 5.200366, 0.674098], [0.867207, 5.479175, -0.491807], [0.777812, 6.232447, 1.332509], [3.602329, 0.495882, -0.999472], [2.425297, 0.221503, -3.235065], [-0.076887, 1.419129, -3.854012], [-2.289046, 1.407608, -2.512165], [-3.318346, 2.987556, -2.588753], [-4.110825, 1.104361, -0.899021], [-1.975467, 1.948474, 1.384215], [-3.104945, 0.436379, 1.132963], [-1.528365, 0.546280, 0.089363], [-4.567655, 2.703710, 1.209803], [-5.254143, 3.250895, -0.457405], [-2.287812, 4.437498, 0.459089], [-5.042125, 5.129129, 2.109746], [-3.290690, 4.456663, 2.709512], [-3.400708, 6.217184, 1.989055], [-3.128454, 6.201505, -1.218381], [-4.806041, 6.298560, -0.181235], [-4.544323, 4.998894, -1.549986], [-0.954143, -0.008437, -4.925945], [-1.554143, 2.918230, 2.454055], [-1.014961, -4.126772, -8.502967], [0.370284, -4.078439, -8.022900], [0.323416, -3.891745, -6.696880], [1.309131, -3.805452, -5.982548], [-1.045411, -3.812218, -6.264934], [-1.429456, -3.646264, -5.118522], [-1.861922, -3.948738, -7.318608], [-1.285378, -5.414606, -9.122955], [-1.252987, -3.053002, -9.454931], [3.418307, -3.303433, -3.298678], [2.480115, -3.323426, -1.588311], [1.017659, -3.655172, -1.770599], [0.024337, -2.119645, -2.449890], [2.649591, -2.349800, -1.119994], [2.980737, -4.096734, -0.998887], [0.552950, -3.891169, -0.809259], [0.843163, -4.480790, -2.466014], [1.242195, -4.890142, 2.047574], [1.469494, -5.265687, 0.908323], [0.138470, -5.252204, 2.726111], [2.074987, -4.080682, 2.726449], [-0.066113, -4.953325, 3.664669], [-0.514993, -5.861350, 2.251269], [2.917874, -3.784504, 2.251814], [1.904945, -3.760846, 3.665016], [-7.059296, 6.203154, 4.209760], [-5.898357, 5.878960, 5.135944], [-4.935328, 5.610075, 5.904134], [-6.737858, 6.124640, 3.167536], [-7.880994, 5.502772, 4.382870], [-7.413023, 7.220603, 4.397576], [3.918966, -0.125091, 3.694417], [4.152788, 1.508524, 4.365980], [3.319715, 0.000652, 2.021267], [5.471490, -0.999394, 3.705074], [2.732070, -1.010334, 4.685414], [5.123025, -5.244126, 0.534659], [4.582360, -6.284108, -0.137257], [5.309853, -7.376975, -0.580588], [6.676517, -7.405860, -0.323896], [7.262763, -6.348590, 0.364298], [6.451752, -5.301183, 0.770637], [3.513364, -6.213580, -0.315955], [4.822793, -8.185723, -1.113463], [7.279822, -8.245307, -0.657067], [8.325252, -6.340884, 0.579528], [6.861565, -4.454470, 1.314181], [-2.248712, -4.232407, 1.402159], [-1.913276, -3.685042, 0.715656], [-3.880994, 7.103381, 4.728381]], "forces_ev_per_a": [[0.779, 0.312, -0.237], [1.071, 0.128, 0.968], [3.337, 1.803, -2.923], [0.978, -0.800, -1.028], [0.564, -0.516, -0.339], [-3.533, 1.330, -2.651], [-4.139, 1.008, -3.312], [-0.783, 0.188, -0.422], [2.319, 2.252, 5.889], [3.114, -2.902, -1.730], [3.337, -2.809, 0.961], [-2.586, -1.471, -0.825], [-0.002, -0.588, 0.235], [-1.108, -0.606, -0.207], [0.267, -0.919, 1.170], [-1.608, 0.829, -0.049], [1.335, -0.499, -0.752], [0.213, -1.009, -0.440], [1.373, 0.438, 2.194], [-1.589, 1.273, -1.454], [2.474, -1.837, -0.379], [-2.153, 0.442, 0.589], [-0.029, -1.827, -1.797], [-2.252, 0.765, 0.132], [0.455, -0.033, 2.638], [0.806, -1.801, -1.373], [-1.568, 0.916, -0.121], [-1.154, 1.522, 2.136], [1.006, -0.514, 1.292], [-0.051, 2.164, 1.193], [2.031, -0.979, 1.434], [1.755, 1.927, 0.505], [-2.441, -5.670, -6.504], [1.650, 1.588, -1.007], [-1.574, 1.426, 0.959], [0.536, 0.624, -2.169], [2.218, 0.092, 1.193], [-2.187, 0.104, -0.480], [2.438, -0.037, -0.331], [-1.859, 1.670, -1.042], [-1.175, -2.008, -0.016], [-1.820, -0.822, 1.255], [1.669, -1.030, -1.186], [1.156, 1.515, 1.816], [-0.082, -0.155, 0.214], [-2.966, 4.040, 5.637], [-1.172, -0.615, -4.220], [-0.064, 0.334, 2.287], [5.876, -0.357, -2.117], [-1.574, -0.026, -0.527], [-5.793, 0.276, 1.145], [0.713, -0.153, -1.031], [1.230, 0.296, 2.119], [0.428, 1.980, 1.116], [0.376, -1.564, 1.595], [-0.095, 0.243, 0.181], [0.250, -0.300, -0.196], [0.195, -0.047, 0.049], [-0.191, 0.062, -0.277], [-0.165, -0.214, -0.009], [-0.215, 0.145, 0.003], [0.031, -0.011, 0.027], [0.064, 0.234, 0.107], [0.361, -0.040, -0.305], [-0.115, 0.000, -0.351], [-1.424, -0.497, -0.032], [0.940, 0.974, 0.220], [-0.007, -0.063, -0.116], [0.022, 0.139, 0.145], [-0.087, -0.245, 0.167], [0.051, -0.144, -0.164], [0.949, -0.170, 0.787], [4.277, -2.287, 4.649], [-6.899, 2.195, -5.872], [0.111, -0.066, 0.168], [0.170, -0.055, 0.157], [0.111, -0.080, 0.170], [0.586, -0.318, 0.144], [-0.082, -0.360, -0.141], [-0.012, -0.050, 0.442], [-0.615, 0.328, -0.015], [0.197, 0.235, -0.186], [0.440, -0.610, -0.262], [0.189, 0.669, 0.358], [0.287, 0.049, 0.076], [-0.012, -0.028, -0.007], [-0.155, -0.134, -0.096], [-0.809, 0.100, -0.107], [0.047, -0.086, 0.064], [0.028, 0.106, 0.051], [-0.076, 0.110, 0.042], [-0.112, 0.018, -0.011], [0.040, -0.084, -0.046], [-0.269, -0.945, 1.411], [0.676, 0.884, -1.308], [1.077, 0.651, 0.080]], "mulliken_charge": [-0.693, -0.229, -0.208, -1.066, 0.011, -0.310, -0.033, -0.334, -0.273, 0.581, -0.370, -0.742, 0.512, -0.700, -1.255, 1.597, -1.097, -1.090, 0.218, 0.170, 0.199, 0.281, 0.371, 0.378, 0.323, 0.340, 0.337, 0.446, 0.458, 0.278, 0.303, 0.468, -0.236, 0.471, 0.372, 0.206, 0.433, -0.600, 0.201, 0.005, 0.316, 0.280, 0.333, 0.295, -0.449, 0.712, 0.516, -0.348, 0.654, -0.475, 0.656, -0.475, -0.349, -0.351, -0.355, -0.083, 0.330, -0.130, 0.032, 0.026, -0.381, -0.015, 0.463, 0.629, -0.556, -0.349, -0.247, 0.133, 0.270, 0.173, 0.121, -0.726, 0.648, -0.388, 0.275, 0.342, 0.374, 0.225, -0.071, -0.005, -0.059, -0.081, -0.213, 0.115, -0.967, -0.111, -0.527, -0.168, 0.394, 0.366, 0.388, 0.363, 0.346, -0.458, 0.275, 0.567]}

=====

{"formula": "C11H25Cl2N3O12", "method": "ωB97M-V/def2-TZVPD", "smiles": "C[N+](=O)[O-].C[N+](=O)[O-].C[N+](=O)[O-].COC(=O)OC.COC(=O)OC.ClCCCl", "total_charge": 0, "species": ["C", "N", "O", "O", "H", "H", "H", "C", "N", "O", "O", "H", "H", "H", "C", "N", "O", "O", "H", "H", "H", "C", "O", "C", "O", "O", "C", "H", "H", "H", "H", "H", "H", "C", "O", "C", "O", "O", "C", "H", "H", "H", "H", "H", "H", "Cl", "C", "C", "Cl", "H", "H", "H", "H"], "xyz": [[0.522937, -0.418870, -2.583881], [-0.574950, 0.435432, -2.097230], [-0.420385, 1.312397, -1.252124], [-1.621540, 0.361135, -2.693843], [0.278492, -1.452144, -2.830200], [1.305003, -0.359443, -1.826957], [0.884452, 0.154218, -3.437683], [-2.117491, -4.720445, -8.651295], [-1.432057, -3.370372, -8.597333], [-0.330834, -3.215299, -8.053327], [-2.136367, -2.466735, -8.983420], [-2.166117, -5.100556, -7.630878], [-1.369946, -5.389495, -9.077502], [-3.020031, -4.651272, -9.258529], [-1.109373, -10.543317, -1.878669], [0.124571, -9.779877, -1.956990], [0.045915, -8.579687, -2.119352], [1.127489, -10.362472, -1.700171], [-1.632980, -10.246331, -0.969978], [-0.876541, -11.605774, -1.807412], [-1.608022, -10.323262, -2.822614], [7.676219, -0.829297, 8.126877], [6.309656, -0.542910, 7.895507], [5.826945, -0.713415, 6.623924], [6.492771, -1.150141, 5.657332], [4.537280, -0.261933, 6.584922], [3.878567, -0.024755, 5.345461], [8.258927, -0.162152, 7.491686], [7.756506, -1.893358, 7.904538], [7.984927, -0.623939, 9.151875], [2.931277, 0.485652, 5.519336], [3.749416, -1.007975, 4.893035], [4.447836, 0.625054, 4.680797], [-9.859648, 7.447501, 4.907557], [-8.877054, 6.612723, 4.210988], [-8.630810, 6.914277, 2.924841], [-9.195330, 7.790020, 2.275838], [-7.774524, 6.014502, 2.464714], [-7.387999, 5.925372, 1.148378], [-10.774598, 7.674396, 4.360312], [-9.443407, 8.412246, 5.197587], [-10.000899, 7.035479, 5.906743], [-8.310444, 5.754151, 0.593506], [-6.852203, 4.988697, 0.994578], [-6.788516, 6.753624, 0.770566], [6.143731, 5.162025, -2.257113], [5.677798, 3.477498, -2.876794], [6.911113, 2.703938, -3.438879], [6.425904, 1.274261, -4.293809], [4.948130, 3.673900, -3.662366], [5.159810, 3.044779, -2.020912], [7.591992, 2.398344, -2.644451], [7.314401, 3.363607, -4.207186]], "forces_ev_per_a": [[1.474, 0.671, 0.654], [-1.573, 1.580, 0.240], [1.282, -1.147, -0.056], [-0.561, -0.957, -0.646], [-0.537, 0.456, 0.058], [-0.076, -0.216, -0.034], [-0.005, -0.394, -0.225], [1.941, -0.433, -0.042], [-0.136, 0.396, 1.390], [-1.414, -0.885, -1.019], [0.243, 0.430, -0.404], [-0.662, 0.430, 0.019], [-0.153, -0.003, -0.440], [0.186, 0.069, 0.504], [-0.772, -0.772, -0.608], [-0.357, 1.112, 1.163], [-0.300, 0.234, -0.523], [1.998, -1.053, 0.023], [-0.149, 0.279, -0.385], [0.132, 0.229, -0.102], [-0.554, -0.028, 0.432], [0.200, -0.418, -0.797], [-2.050, 0.503, -0.845], [1.497, -0.165, -1.859], [-2.200, 1.298, 2.932], [1.498, 0.073, 1.253], [0.495, -0.650, -0.605], [0.299, -0.500, -0.219], [0.900, 0.137, -0.083], [-0.746, -0.008, 0.071], [0.095, -0.359, 0.460], [-0.309, 0.257, -0.396], [0.319, -0.166, 0.087], [0.912, 0.582, 0.424], [-0.661, 0.750, 0.280], [-1.690, 0.969, -1.054], [1.163, -1.224, 0.994], [0.594, -0.150, 2.564], [-0.736, -0.574, -1.913], [0.152, -0.640, -0.137], [0.454, 0.209, -0.671], [-0.347, -0.805, -0.495], [0.095, 0.598, -0.658], [0.323, 0.149, 0.513], [-0.258, 0.136, 0.154], [0.048, -1.026, -0.446], [0.252, 0.540, 0.161], [-0.931, 1.692, 0.697], [-0.570, -1.056, -0.398], [0.180, -0.134, 0.005], [0.312, -0.345, -0.213], [0.112, 0.402, -0.251], [0.592, -0.071, 0.450]], "mulliken_charge": [-0.615, 0.798, -0.519, -0.494, 0.265, 0.292, 0.274, -0.665, 0.815, -0.518, -0.493, 0.279, 0.280, 0.302, -0.649, 0.843, -0.516, -0.510, 0.266, 0.300, 0.266, -0.571, -0.292, 0.744, -0.558, -0.285, -0.597, 0.274, 0.276, 0.213, 0.221, 0.282, 0.291, -0.675, -0.298, 0.785, -0.565, -0.301, -0.647, 0.300, 0.305, 0.265, 0.310, 0.244, 0.278, -0.208, -0.485, -0.344, -0.185, 0.312, 0.327, 0.313, 0.271]}

=====

{"formula": "C11H18", "method": "ωB97M-V/def2-TZVPD", "smiles": "CCc1ccccc1.CCC", "total_charge": 0, "species": ["C", "C", "C", "C", "C", "C", "C", "C", "H", "H", "H", "H", "H", "H", "H", "H", "H", "H", "C", "C", "C", "H", "H", "H", "H", "H", "H", "H", "H"], "xyz": [[-2.287120, -1.853546, 2.727775], [-1.611001, -2.847858, 1.774277], [-0.744382, -2.127778, 0.754113], [-1.238414, -1.913742, -0.528088], [-0.534190, -1.153244, -1.467816], [0.730246, -0.748237, -1.087584], [1.281981, -1.071555, 0.139723], [0.528802, -1.696215, 1.120755], [-1.633350, -1.683850, 3.593625], [-3.243330, -2.164991, 3.131113], [-2.319790, -0.839445, 2.337633], [-1.017304, -3.570939, 2.339358], [-2.358550, -3.434997, 1.239792], [-2.206226, -2.303265, -0.839894], [-0.900403, -0.997567, -2.476166], [1.415980, -0.142733, -1.659473], [2.352875, -0.905711, 0.213864], [0.877620, -1.801406, 2.138350], [1.866625, 2.645857, -0.107562], [0.824960, 3.261781, -1.047819], [0.662637, 2.642401, -2.440118], [1.490410, 2.072465, 0.737077], [2.466959, 3.455491, 0.312995], [2.659888, 2.029703, -0.555330], [-0.121113, 3.407725, -0.538536], [1.247276, 4.232390, -1.296463], [0.380066, 1.590548, -2.415829], [-0.099451, 3.195325, -3.005426], [1.528291, 2.723384, -3.094354]], "forces_ev_per_a": [[1.042, 0.389, 0.845], [-0.195, 0.169, -0.314], [-0.477, -0.569, 0.620], [-0.146, 0.425, -0.712], [0.307, -0.522, 0.619], [0.786, 0.307, -0.032], [0.220, -0.252, 0.156], [-0.256, 0.250, -0.714], [-0.068, -0.311, 0.070], [-0.212, -0.072, -0.189], [-0.545, -0.072, -0.542], [0.014, 0.099, -0.011], [-0.072, 0.051, -0.039], [0.089, -0.056, 0.360], [-0.123, 0.156, 0.175], [-0.310, -0.125, -0.814], [-0.183, 0.366, 0.594], [0.166, -0.328, -0.021], [0.897, -0.021, 0.335], [1.209, 0.103, -0.848], [-0.741, -0.233, -0.180], [-0.328, -0.062, -0.112], [-0.197, 0.091, 0.302], [-0.539, -0.071, -0.450], [-0.162, -0.057, -0.048], [-0.388, 0.503, 0.286], [-0.146, 0.046, 0.000], [-0.134, -0.204, 0.259], [0.495, 0.002, 0.402]], "mulliken_charge": [-1.089, -0.867, 0.724, -0.361, -0.733, -0.409, -0.722, -0.341, 0.299, 0.332, 0.342, 0.406, 0.371, 0.288, 0.404, 0.590, 0.385, 0.385, -1.046, -0.128, -1.033, 0.242, 0.363, 0.253, 0.325, 0.235, 0.111, 0.356, 0.318]}

=====

{"formula": "C4H2ClFO", "method": "ωB97M-V/def2-TZVPD", "smiles": "O=C1C(F)=C[C@@H]1Cl", "total_charge": 0, "species": ["O", "C", "C", "F", "C", "C", "Cl", "H", "H"], "xyz": [[-0.444453, 0.725675, -2.092552], [-0.301404, 0.393371, -0.960021], [-0.688232, 0.903016, 0.367977], [-1.392524, 1.920069, 0.811388], [-0.036201, -0.205571, 1.044598], [0.431029, -0.787700, -0.256653], [2.203039, -0.696466, -0.468607], [0.115631, -0.456971, 2.070289], [0.113115, -1.795424, -0.516418]], "forces_ev_per_a": [[0.023, -0.054, -0.012], [-0.043, 0.052, -0.373], [1.812, -3.472, 2.996], [0.182, -0.213, -0.325], [-2.211, 3.892, -2.678], [0.139, 0.009, 0.143], [0.068, -0.119, -0.082], [0.042, -0.184, 0.357], [-0.011, 0.090, -0.025]], "mulliken_charge": [-0.508, 0.303, 0.213, -0.263, -0.489, 0.222, -0.192, 0.405, 0.310]}

=====

no.,gap between HOMO and LUMO (eV),total energy (Ha),highest occupied orbital energy (hartree)
1,2.072,-10765.881821,-0.4294
2,10.823,-2421.315204,-0.3929
3,10.020,-429.908706,-0.3307
4,9.922,-788.850560,-0.3801